(P)
20
Properties=species:S:1:pos:R:3 method="wB97M-V/def2-TZVPD" charge=0 homo_energy_ev=-8.8 smiles="C=C[C@@H](Cl)C(=O)c1ccccn1"
H 0.84821 -1.82202 2.10917
N 0.00150 -0.22013 1.19026
O -1.96466 2.28662 -0.31868
H 1.06905 1.86846 1.07879
C -2.12196 -1.87735 0.50393
H 2.46327 1.54502 -2.38965
Cl 0.22388 4.07773 0.97150
H -2.93673 -0.10085 -0.41863
C -1.04603 -2.36263 1.22945
C -1.04952 1.66596 0.11873
C -2.12473 -0.54243 0.13697
H -2.94582 -2.52160 0.23417
C -0.01088 -1.48764 1.54370
H 2.23271 0.65590 -0.80117
H 1.00809 3.34488 -1.61359
C 2.01254 1.51477 -1.41225
C 1.22497 2.49070 -0.98652
H -1.00707 -3.39231 1.54580
C -1.03744 0.25111 0.50678
C 0.57187 2.47738 0.33057

=====

(Q)
20
Properties=species:S:1:pos:R:3 method="wB97M-V/def2-TZVPD" charge=0 homo_energy_ev="-8.0 / -7.8"
C 1.51773 0.70856 0.24138
C 1.50201 2.59516 -1.24383
C -0.55387 1.46708 -0.73167
H 2.03273 3.37737 -1.76473
C -1.90080 -0.81515 0.39654
H -1.62399 1.36602 -0.84793
C -0.58013 -0.51124 0.74704
O 0.08901 -1.30228 1.56153
C -0.35193 -2.32971 2.18861
C 0.12988 2.47045 -1.38823
Cl -1.33370 -4.26686 -1.32389
H 0.36307 -2.86008 2.78857
H 3.26032 1.80344 -0.31067
H -0.41032 3.16721 -2.01531
C 2.19009 1.71137 -0.42429
N -2.96184 -1.14559 0.08887
H 2.05667 0.02562 0.88444
C 0.13463 0.56901 0.08864
H -1.37014 -2.67091 2.09603
H -2.18940 -3.35950 -1.03109

=====

(R)
20
Properties=species:S:1:pos:R:3 method="wB97M-V/def2-TZVPD" charge=0 homo_energy_ev=-8.9
H 0.49753 -1.45110 -1.92840
H 0.35425 -0.57723 2.22788
C 2.09569 0.10162 1.28747
C -1.65224 1.93071 0.01202
Cl 4.17092 1.34649 -0.16832
C 2.11070 -0.54592 -1.13579
H 2.74315 0.45444 2.15635
C 0.80023 -0.43592 1.31416
C 0.80071 -0.93300 -0.96206
H -3.33006 -1.05292 -0.43892
H -3.57846 0.96856 -0.32896
H -0.54424 1.53461 -0.06803
C -1.30021 -1.30853 0.04872
O -2.05380 3.00929 -0.27141
N -2.62794 0.92783 0.13144
H -1.49580 -2.40587 0.21911
C 2.69809 0.21848 -0.01366
C -2.43741 -0.51027 -0.24104
H 2.67839 -0.43198 -2.00450
C 0.07051 -0.83930 0.16396

=====

Going by the computed energies, the most stable comes first: (P), (Q), (R).

=====

(P)
11
Properties=species:S:1:pos:R:3 method="wB97M-V/def2-TZVPD" charge=0 homo_energy_ev=-9.4
H -1.04362 -1.80488 -0.19738
S 1.40923 0.15111 -0.10697
H -0.47872 0.64041 -1.76352
O 2.26015 -0.35411 -1.12896
C -0.20620 0.58945 -0.73258
C -1.09942 0.39475 0.46157
O 1.91893 1.09410 0.82565
H -0.78290 0.93251 1.35219
O 0.73728 -1.16143 0.72089
H -2.15702 0.50819 0.25449
C -0.55771 -0.99012 0.31461

=====

(Q)
11
Properties=species:S:1:pos:R:3 method="wB97M-V/def2-TZVPD" charge=0 homo_energy_ev=-10.9
O -0.44141 -0.49391 1.36309
O -0.96677 -2.00151 -0.51958
C -0.04023 0.63264 -0.58521
H -0.31824 1.67801 -1.15316
H 2.21077 0.36966 -0.60506
H 0.70405 1.36240 1.49019
O -2.58774 -0.14863 -0.10072
H 0.99868 -1.11849 -0.40926
C 1.24507 -0.09392 -0.25963
C 0.46112 0.52579 0.83422
S -1.26531 -0.71204 -0.05489

=====

Going by the computed energies, the most stable comes first: (Q), (P).

=====

(P)
9
Properties=species:S:1:pos:R:3 method="wB97M-V/def2-TZVPD" charge=0 homo_energy_ev=-8.9
I -3.21908 -0.18909 -0.45402
S -0.23709 2.00410 0.34299
H -0.36124 1.77654 1.70795
S -0.35124 -1.25391 0.30255
C -1.07039 0.06496 -0.57869
H 2.22700 -1.96769 0.35430
H -0.58069 0.23193 -1.58299
H 1.88956 0.24053 0.39671
P 1.70318 -0.90738 -0.48880

=====

(Q)
9
Properties=species:S:1:pos:R:3 method="wB97M-V/def2-TZVPD" charge=0 homo_energy_ev="-7.9 / -7.8"
S -1.61816 -0.27467 0.25932
P -2.63334 -1.97242 -0.20402
I -0.07829 2.31613 -0.93654
S 2.67324 0.02279 2.07007
H 3.04625 1.26924 1.82575
H -1.46845 0.26916 -2.10613
H 3.87947 -0.45147 1.78952
C -1.25558 0.60787 -1.11048
H -2.54513 -1.78663 -1.58749

=====

Going by the computed energies, the most stable comes first: (P), (Q).

=====

(P)
24
Properties=species:S:1:pos:R:3 method="wB97M-V/def2-TZVPD" charge=0 homo_energy_ev=-8.4 smiles="C[C@@H]1C=N[C@H](O)c2c1ccn2C"
C 0.46524 0.23561 0.24681
H -1.47149 2.87952 1.07180
C -2.03687 0.30803 -0.98727
H 1.56831 0.95308 2.55188
H -2.22458 0.50124 -2.00693
H -1.12527 -2.81450 -2.10242
H -0.01551 0.60921 3.06717
C -1.18649 1.92871 0.71609
C 0.13761 1.45068 1.05609
C 0.56439 1.33733 2.48696
H 0.35696 2.32219 2.95648
C -0.24351 -2.13298 -2.33888
H 0.77706 2.11987 0.59498
C 1.70915 -0.52746 0.17926
O -2.90866 -0.66114 -0.50067
N 0.25980 -1.35679 -1.31030
H 2.51263 -0.42147 0.81274
H -0.61787 -1.32305 -3.13150
C 1.51461 -1.51593 -0.72886
H -3.09743 -0.62297 0.48670
N -2.08152 1.54385 -0.11985
H 0.60129 -2.81440 -2.71068
H 2.12612 -2.41706 -1.05251
C -0.31448 -0.25203 -0.69676

=====

(Q)
24
Properties=species:S:1:pos:R:3 method="wB97M-V/def2-TZVPD" charge=0 homo_energy_ev=-9.2
N -3.33684 -0.85224 -0.18393
C 3.94135 -0.19416 0.30185
C -3.40551 1.56885 0.33283
H -0.47943 1.09535 -1.16653
C 2.00868 1.26983 -0.42973
C 3.02064 -1.19765 0.31110
C 1.18067 0.09773 -0.34244
C 1.70060 -1.05266 0.01420
H 0.86374 -1.87655 -0.13597
H -0.83269 1.00072 1.63858
C -1.18268 0.11976 0.61162
H -0.73232 -1.03249 1.10793
H -3.07459 2.05491 1.27448
H -0.73060 -0.49024 -1.69892
H -4.76215 1.42794 0.01932
O -2.59753 -1.73831 -0.29268
H -3.17741 2.18631 -0.42555
H 1.60649 2.24506 -0.65272
H 3.95863 2.04716 0.02913
H 3.37204 -2.33449 0.87566
N -2.61133 0.24744 0.25377
C 3.28374 1.10704 -0.08259
C -0.32280 0.27520 -0.60727
H 5.05764 -0.14722 0.32973

=====

Going by the computed energies, the most stable comes first: (P), (Q).

=====

(P)
59
Properties=species:S:1:pos:R:3 method="wB97M-V/def2-TZVPD" charge=0 homo_energy_ev=-9.5
H -3.90545 1.18753 -0.37913
H -4.13018 1.18485 1.15007
O -0.60063 2.05150 -2.19877
C 0.62723 -1.63981 1.16846
H 1.23130 1.64142 -2.43156
H 2.13810 1.61742 1.50464
H -1.04887 -1.60986 -1.10074
H -2.19170 0.40574 3.52653
H -1.32296 -2.55123 0.92008
O -4.40449 -0.15810 -1.55985
H -0.62610 2.96926 -2.51082
H 2.00813 2.25808 -0.71847
H -0.78274 -0.67961 3.81423
H -1.77634 -0.17608 1.15200
N -1.64397 -0.79502 1.93754
H -2.06395 2.31800 0.42919
H -3.88921 -0.76669 2.36104
H 4.07129 -0.76987 -3.29406
H 0.01636 -0.70295 -2.13735
C -0.78753 -1.94934 1.64656
H 1.77063 -0.68524 -0.37023
O 4.06036 -1.01044 1.98455
H 4.31601 0.84676 -0.36482
H 3.91428 -0.64190 -1.75377
O 2.20397 1.67252 -2.35662
H 2.66542 1.75042 2.95474
O -3.68775 1.70555 0.43309
H 3.55036 -1.82367 1.93293
O -2.58962 0.61873 -3.48119
H -0.78923 2.09692 -1.22221
O -4.73094 -0.44892 1.97783
H 1.13336 -1.10112 1.97861
H -2.19055 -0.07203 -4.00761
H -4.77045 -0.89143 1.12305
O 1.78313 2.53996 0.20142
H 3.41425 -0.27910 2.17836
H 0.28432 0.17911 0.06559
O 2.28272 1.10081 2.35852
H 1.15040 -2.58006 1.02620
O -1.07811 2.43624 0.47975
O -0.49425 1.13535 2.82047
C 0.00019 -1.42492 -1.31471
H -3.72169 0.08391 -2.24174
H 0.19762 -3.10997 -2.68785
H 0.57525 -3.50734 -1.03310
H -0.73761 -2.53282 2.56853
H 0.80755 2.60742 0.26750
C -1.28465 -0.01959 3.10887
O 3.42592 -0.79962 -2.58168
H 4.62992 -0.45707 0.41242
H -1.85211 1.11108 -3.05700
C 0.71416 -0.80625 -0.10768
H 1.70991 -2.57091 -1.98371
H -5.22959 0.11078 -1.94854
C 0.65350 -2.72176 -1.78027
H 0.45821 0.90039 2.69311
H 2.57959 0.76067 -2.44342
O 4.78585 0.00090 -0.44102
H -0.82857 1.99141 1.33209

=====

(Q)
59
Properties=species:S:1:pos:R:3 method="wB97M-V/def2-TZVPD" charge=0 homo_energy_ev=-8.4
H -0.81857 2.13378 -0.99219
O 3.25313 -1.46445 -0.06906
H -0.40274 0.16692 4.41813
O -0.57233 2.97093 -0.54687
O 3.12033 2.31256 1.56274
O 0.00336 0.23705 3.54752
H 1.65937 -0.50850 -3.03954
H -1.09209 -1.33831 -3.00806
O 2.69676 -0.12631 2.34704
O -3.76934 -0.11645 1.59750
H 2.50373 2.63599 0.02626
H -1.11511 0.91685 -2.57238
H 1.98733 -4.36838 -1.66404
H 1.35036 2.24585 -3.38465
H 1.28482 -0.96577 -0.11095
H -2.11240 -2.35016 -2.00239
N -0.46513 -1.72119 -1.03688
O -2.70587 2.38076 2.25762
H -1.34967 0.49155 0.35299
H 0.71039 0.12009 -1.25648
H -0.10027 -2.46657 0.91928
H -0.16318 -3.61367 -0.49995
C -2.47609 -0.27190 -1.78411
H -2.61745 -3.49602 -0.30416
C -2.04375 -3.01753 0.50763
C 0.31643 -0.62602 -0.54451
H -0.79804 3.78378 -0.99968
O 1.76494 -1.34862 -3.51939
H 0.68803 3.16187 2.72928
H 0.87180 -1.68998 -3.41552
H 1.98270 -0.39060 2.93647
H 2.42004 2.26498 2.21438
O -1.88484 1.06299 -2.00349
H 3.83804 -1.67505 0.67419
H -0.38786 1.01656 3.12963
H 2.56047 -0.49695 1.46216
H 1.19451 2.69029 -0.65917
C -0.33742 0.19957 0.62083
H 1.35789 -3.10226 -1.76055
H -2.14580 -3.68393 1.36222
H -2.47758 2.67994 1.36897
H 0.48380 3.18850 1.26745
O -0.00221 3.36669 2.08472
O 2.14796 2.84127 -0.88130
H -2.23217 2.98122 2.83965
H 0.32323 1.02952 0.87125
H -3.24362 -0.38398 -2.56122
H 2.39039 1.56193 -2.46892
H -4.54751 0.07642 2.13073
H -0.44576 -0.47419 1.47372
C -0.61964 -2.76507 0.00157
H 3.41667 1.38124 1.54922
H 3.02621 -2.38797 -0.30711
O 1.91130 1.46993 -3.30848
H -2.56051 -2.07287 0.68797
O 1.92957 -3.56837 -1.11825
H -2.92154 -0.16404 -0.80221
C -1.52100 -1.42487 -1.99821
H -3.26411 0.71093 1.67868

=====

Going by the computed energies, the most stable comes first: (P), (Q).

=====

(P)
7
Properties=species:S:1:pos:R:3 method="wB97M-V/def2-TZVPD" charge=0 homo_energy_ev=-8.9
H -1.56168 1.37370 0.47983
O 2.67646 -0.05644 -0.03316
C 0.03196 -0.07759 -0.19082
S -0.40489 1.82089 -0.21128
O -1.18625 -0.61104 0.02668
H -1.04203 -1.55466 0.14849
S 1.48643 -0.89486 -0.21973

=====

(Q)
7
Properties=species:S:1:pos:R:3 method="wB97M-V/def2-TZVPD" charge=0 homo_energy_ev=-9.0
S 1.56407 0.04678 -0.00913
H -0.26821 1.87890 0.33518
H -0.94583 -2.01214 -0.79767
C 0.04712 -0.63861 -0.07763
O -0.29281 -1.86167 -0.20496
S -1.54359 1.24005 0.20005
O 1.43925 1.34670 0.55416

=====

Going by the computed energies, the most stable comes first: (P), (Q).